Record 1
ORCA calculation (ωB97M-V/def2-TZVPD) on 2 unconnected molecules or ions with the total composition C16H19F3IO6S.

The geometry in XYZ format:
```
46
C16H19F3IO6S | OMol25 | ωB97M-V/def2-TZVPD
C 0.27889 -2.64748 4.62141
O 0.83457 -1.75684 3.59281
C 0.82878 -0.43788 3.74824
C 2.09898 0.28878 3.70965
O 2.17046 1.50394 3.57533
O 3.15813 -0.55501 3.76818
C 4.43688 0.07770 3.86480
C -0.41623 0.29912 4.02005
O -0.50604 1.36365 4.60656
O -1.49785 -0.40079 3.57601
C -2.74658 0.23361 3.84465
H 0.40641 -3.64229 4.19550
H 0.87052 -2.52710 5.53684
H -0.77693 -2.40279 4.77827
H 5.16471 -0.70144 3.65033
H 4.53259 0.90058 3.15007
H 4.58102 0.46114 4.88097
H -3.51101 -0.50532 3.61921
H -2.80135 0.53868 4.89614
H -2.86932 1.11494 3.20694
C -2.16678 0.37918 -4.22847
C -0.88991 0.90322 -3.58325
C -0.83194 2.41110 -3.65177
C -0.64783 0.45295 -2.15576
C 0.65542 0.49189 -1.64605
I 2.28979 1.48483 -2.54868
C 0.94572 -0.07935 -0.39707
C -0.08855 -0.58945 0.39092
C -1.40579 -0.50170 -0.05959
C -1.68584 -0.00083 -1.33488
O 0.21849 0.25466 -4.26494
S 0.57903 0.74762 -5.80561
C 0.41525 -0.79025 -6.71907
F 0.37304 -0.51985 -8.05521
F 1.48228 -1.60506 -6.48050
F -0.71446 -1.46480 -6.37120
H -3.04216 0.73497 -3.66903
H -2.25171 0.76067 -5.25504
H -2.16180 -0.71767 -4.25596
H -1.60260 2.82416 -2.98469
H 0.13973 2.77907 -3.29965
H -1.03280 2.77301 -4.66462
H 1.96910 -0.10196 -0.03533
H 0.15212 -1.04736 1.35324
H -2.22122 -0.83385 0.58238
H -2.71322 0.04960 -1.70217
```

Results
HOMO energy in Ha: -0.094
Charge: -1
Kohn-Sham gap in Eh: 0.1706
Energy relative to the best compared isomer or geometry (same formula, charge and spin) in eV: 0.000
Multiplicity: 1

***

Record 2
ORCA calculation (ωB97M-V/def2-TZVPD) on 3 unconnected molecules or ions with the total composition C27H30IO9.

The geometry in XYZ format:
```
67
C27H30IO9 | OMol25 | ωB97M-V/def2-TZVPD
C -0.66427 -3.34456 1.65839
C -0.36761 -3.08731 0.20772
C -0.51607 -4.06444 -0.76917
C -0.23259 -3.74074 -2.09730
C 0.21007 -2.47903 -2.48344
C 0.52359 -2.12618 -3.92366
C 2.03925 -2.17456 -4.12962
C -0.21922 -2.99669 -4.93722
C 0.38675 -1.49827 -1.48157
O 0.81898 -0.30123 -1.90866
C 1.01920 0.72622 -0.89230
C 2.20825 0.54664 -0.01525
C 3.50456 1.05367 -0.63379
C 4.59449 -0.00355 -0.83321
C 5.94684 0.56964 -1.20353
I 4.86254 -1.14749 0.99866
C 0.08581 -1.81245 -0.16186
H -1.32941 -2.58406 2.05655
H -1.05570 -4.34323 1.82154
H 0.26916 -3.26080 2.21466
H -0.83950 -5.06105 -0.51224
H -0.35422 -4.51482 -2.84118
H 0.18286 -1.10264 -4.05716
H 2.30137 -1.69770 -5.07362
H 2.52214 -1.64045 -3.31961
H 2.38050 -3.20628 -4.15045
H -0.37537 -2.43925 -5.85655
H -1.19956 -3.26739 -4.55563
H 0.32011 -3.91722 -5.14299
H 1.11437 1.65568 -1.47227
H 0.10592 0.84200 -0.31805
H 2.00864 1.11539 0.88243
H 3.32781 1.55702 -1.59320
H 3.94062 1.79886 0.04320
H 4.24178 -0.73820 -1.55046
H 6.72211 -0.19053 -1.16010
H 5.90760 0.93490 -2.23076
H 6.23409 1.35531 -0.51250
H 0.21991 -1.08232 0.61908
C -3.18204 -0.54930 -0.62221
C -4.30957 -1.24880 -0.44002
C -5.50259 -0.67313 0.27233
O -6.49473 -1.37583 0.37453
C -5.41131 0.67480 0.80029
C -4.28242 1.37662 0.62675
C -3.09953 0.81033 -0.11483
O -2.12850 1.52979 -0.24566
O -4.11056 2.60731 1.08448
O -4.47328 -2.49607 -0.87107
H -2.31729 -0.95568 -1.13252
H -6.26747 1.07131 1.32741
H -3.19647 2.85691 0.84035
H -5.37603 -2.75275 -0.60609
C 1.38188 4.12228 4.03452
C 0.67176 4.88146 4.87997
C -0.80133 4.71449 5.05006
O -1.36684 5.44312 5.86025
C -1.47047 3.71220 4.25414
C -0.76200 2.94821 3.39958
C 0.71573 3.09830 3.24569
O 1.29390 2.35820 2.46533
O -1.33261 2.01238 2.64493
O 1.21272 5.84176 5.63946
H 2.44958 4.23616 3.90899
H -2.53990 3.60549 4.37277
H -0.61381 1.60341 2.11855
H 0.46738 6.21416 6.14713
```

Results
HOMO energy in Ha: -0.082
Charge: -1
Kohn-Sham gap in Eh: 0.1033
Multiplicity: 1

***

Record 3
ORCA calculation (ωB97M-V/def2-TZVPD) on 2 unconnected molecules or ions with the total composition C5H13NO.

The geometry in XYZ format:
```
20
C5H13NO | OMol25 | ωB97M-V/def2-TZVPD
C -0.37875 2.77995 -0.35416
C 0.61347 1.86161 -0.92915
O 1.48471 1.21354 -0.28904
N 0.46570 1.46229 -2.26735
H 0.07517 3.33893 0.46704
H -1.21034 2.46970 0.18687
H 0.97196 0.79842 -2.84208
H -0.37586 1.66344 -2.68758
H -1.11253 3.32821 -1.02488
C -0.67773 -2.54760 1.53873
C -1.59073 -2.52310 0.32759
C 0.57656 -1.73718 1.81768
H -1.45498 -2.47413 2.46449
H -0.49923 -3.66487 1.77158
H -2.64009 -2.33353 0.50688
H -1.63690 -3.48349 -0.22175
H 1.27604 -1.81292 0.94790
H 0.45630 -0.66499 1.98813
H -1.23993 -1.76794 -0.39929
H 0.99596 -2.34323 2.62226
```

Results
HOMO energy (spin up / spin down) in Ha: -0.478 / -0.477
Charge: +1
Expectation value of S²: 0.756
Kohn-Sham gap (spin up / spin down) in Eh: 0.2872 / 0.1278
Energy relative to the best compared isomer or geometry (same formula, charge and spin) in eV: 3.497
Multiplicity: 2

***

Record 4
ORCA calculation (ωB97M-V/def2-TZVPD) on C20H31N3O5S in the gas phase.

The geometry in XYZ format:
```
60
C20H31N3O5S | OMol25 | ωB97M-V/def2-TZVPD
C -3.87931 4.11257 -4.92677
O -2.73883 3.31158 -4.72139
C -2.32647 3.06711 -3.45320
C -2.96482 3.54337 -2.31091
C -2.46272 3.23785 -1.05713
C -1.32920 2.46140 -0.95025
S -0.72124 2.07561 0.67856
O -0.72650 3.25355 1.49306
O 0.53851 1.37523 0.55760
N -1.97126 1.09524 1.24476
C -1.99259 0.97537 2.69040
C -0.78991 0.17633 3.18354
C -0.70578 -1.19599 2.49661
C 0.65623 -1.82542 2.80114
O 0.77593 -2.87240 3.40645
N 1.70243 -1.11067 2.34304
C 3.07200 -1.51088 2.55449
C 3.83740 -1.77455 1.24288
N 3.48786 -2.95126 0.48232
C 3.61592 -4.21276 1.19012
C 3.55846 -5.33919 0.15541
O 2.35645 -5.30752 -0.57965
C 2.19125 -4.06145 -1.21352
C 2.20626 -2.91785 -0.19609
C -0.91420 -1.12781 0.97507
C -2.06371 -0.19422 0.59390
C -0.68514 1.98161 -2.07747
C -1.16786 2.27368 -3.33904
C -0.49756 1.77684 -4.57977
H -3.74104 5.11961 -4.52211
H -4.77288 3.66059 -4.48569
H -4.00289 4.17279 -6.00686
H -3.84992 4.15384 -2.38745
H -2.93511 3.60155 -0.15971
H -2.93466 0.49634 2.97296
H -1.96804 1.98889 3.09239
H -0.85073 0.03376 4.26393
H 0.10125 0.76753 2.96878
H -1.47087 -1.84946 2.92942
H 1.54416 -0.26423 1.81266
H 3.59714 -0.72082 3.10327
H 3.04719 -2.41067 3.17258
H 3.71355 -0.90996 0.58368
H 4.89973 -1.86173 1.49327
H 4.57733 -4.23886 1.70671
H 2.80500 -4.36103 1.92156
H 3.59163 -6.31565 0.64134
H 4.41386 -5.23963 -0.53063
H 1.23317 -4.10869 -1.73467
H 3.00058 -3.90415 -1.94320
H 2.09248 -1.96158 -0.71059
H 1.36491 -3.06165 0.49935
H -0.01199 -0.75740 0.49143
H -1.11843 -2.13012 0.59341
H -3.02746 -0.63011 0.87616
H -2.06565 -0.01813 -0.48479
H 0.20476 1.38469 -1.94999
H -1.18949 1.16991 -5.16131
H -0.20269 2.61762 -5.20518
H 0.38023 1.18675 -4.33457
```

Results
HOMO energy in Ha: -0.301
SMILES: COc1ccc(S(=O)(=O)N2CCC(C(=O)NCCN3CCOCC3)CC2)cc1C
Kohn-Sham gap in Eh: 0.3186
Energy relative to the best compared isomer or geometry (same formula, charge and spin) in eV: 1.768
Multiplicity: 1

***

One value per record, in order, for total energy: -56272.9129 -55012.3344 -8922.2540 -46785.8451 eV.